[1]
Here is a 5-piece molecular cluster, C16H45N3O5 overall in a non-equilibrium geometry from the OMol25 dataset. Energies are from wB97M-V/def2-TZVPD.

The geometry in XYZ format:
```
69
C16H45N3O5 | the OMol25 dataset | wB97M-V/def2-TZVPD
C -2.24 -5.65 2.74
O -1.07 -6.10 2.04
C -1.12 -6.12 0.61
C -0.61 -4.76 0.23
C -0.22 -4.61 -1.22
N 0.61 -4.38 0.98
H -2.30 -6.24 3.71
H -3.21 -5.70 2.23
H -2.13 -4.57 3.02
H -0.35 -6.81 0.40
H -2.11 -6.42 0.20
H -1.39 -3.99 0.47
H 0.83 -4.98 -1.34
H -0.22 -3.53 -1.51
H -0.93 -5.07 -1.92
H 1.51 -4.50 0.54
H 0.54 -4.51 1.98
C -0.64 6.53 2.64
O -0.70 5.41 1.73
C -1.96 4.82 1.71
C -1.82 3.57 0.92
C -1.17 3.89 -0.48
N -3.06 2.82 0.79
H -0.94 6.15 3.61
H -1.26 7.37 2.28
H 0.35 6.86 2.72
H -2.35 4.63 2.71
H -2.71 5.44 1.28
H -1.11 2.93 1.48
H -1.88 4.26 -1.19
H -0.81 2.93 -0.93
H -0.36 4.54 -0.29
H -2.95 1.95 0.29
H -3.73 3.37 0.18
C 3.69 -3.02 -0.35
O 2.53 -2.28 -0.69
C 2.50 -1.03 -0.10
C 1.05 -0.51 -0.07
C 1.09 0.90 0.57
N 0.18 -1.38 0.68
H 3.57 -3.43 0.66
H 4.65 -2.49 -0.33
H 3.77 -3.77 -1.15
H 2.90 -1.06 0.93
H 3.05 -0.26 -0.73
H 0.62 -0.45 -1.08
H 1.71 0.91 1.46
H 0.10 1.05 0.97
H 1.55 1.57 -0.17
H 0.34 -1.10 1.68
H 0.48 -2.36 0.67
C 1.91 1.53 -3.60
C 1.74 2.88 -2.88
C 3.01 3.68 -2.88
O 0.71 3.69 -3.53
H 0.92 1.08 -3.67
H 2.56 0.86 -3.11
H 2.17 1.68 -4.63
H 1.47 2.75 -1.83
H 3.41 3.74 -3.93
H 3.85 3.22 -2.33
H 2.90 4.73 -2.46
H -0.12 3.60 -3.08
C -3.12 -0.75 0.40
O -2.07 0.12 0.06
H -2.95 -1.50 1.23
H -4.05 -0.23 0.73
H -3.29 -1.49 -0.42
H -1.30 -0.41 0.35
```

Properties
Charge: 0
ΔE to the lowest compared entry with this formula, charge and spin (kJ/mol): 119.30
Spin multiplicity: 1

***

[2]
Here is a 6-piece molecular cluster, C16H45NO12 overall in a non-equilibrium geometry from the OMol25 dataset. Energies are from wB97M-V/def2-TZVPD.

The geometry in XYZ format:
```
74
C16H45NO12 | the OMol25 dataset | wB97M-V/def2-TZVPD
C 0.08 -3.45 3.89
O 0.36 -4.89 3.95
C -0.82 -5.67 4.20
C -0.84 -7.26 4.24
N -0.38 -7.81 5.59
C 0.81 -7.27 6.19
C 1.23 -7.84 7.58
O 1.76 -9.18 7.35
C 1.55 -10.06 8.39
H 0.30 -2.94 4.83
H -0.95 -3.16 3.68
H 0.79 -3.01 3.19
H -1.57 -5.39 3.46
H -1.22 -5.45 5.19
H -0.26 -7.55 3.36
H -1.88 -7.56 4.11
H -0.40 -8.82 5.55
H 0.96 -6.19 6.12
H 1.53 -7.56 5.42
H 0.35 -7.99 8.22
H 1.84 -7.13 8.14
H 1.90 -9.79 9.38
H 1.87 -11.04 8.01
H 0.50 -10.14 8.69
O 0.59 4.88 -10.19
C -0.36 4.56 -9.19
C 0.27 3.85 -8.06
O 1.09 4.68 -7.11
H 0.53 4.32 -10.97
H -0.69 5.54 -8.85
H -1.08 3.92 -9.70
H 0.93 3.08 -8.45
H -0.46 3.29 -7.48
H 1.83 5.02 -7.61
O -6.18 4.71 -1.40
C -6.67 4.01 -0.18
C -6.02 4.85 0.86
O -6.40 6.30 0.82
H -5.26 4.49 -1.58
H -7.75 4.18 -0.13
H -6.71 2.94 -0.34
H -4.93 4.76 0.78
H -6.34 4.70 1.90
H -6.41 6.56 -0.11
O -1.21 10.81 -3.09
C -0.56 9.77 -2.38
C 0.10 8.68 -3.26
O -0.63 8.30 -4.37
H -1.92 10.48 -3.64
H 0.05 10.26 -1.61
H -1.26 9.27 -1.72
H 0.48 7.80 -2.75
H 1.00 9.16 -3.63
H -0.10 7.82 -5.01
O 5.73 -5.15 0.69
C 4.95 -4.00 0.56
C 5.33 -3.26 -0.71
O 5.24 -4.08 -1.82
H 6.67 -4.95 0.62
H 3.87 -4.13 0.53
H 5.16 -3.53 1.52
H 6.39 -3.18 -0.47
H 4.99 -2.24 -0.89
H 6.03 -4.63 -1.88
O -0.50 2.35 -0.26
C 0.24 1.58 -1.22
C 0.69 2.42 -2.39
O -0.33 3.36 -2.77
H -0.94 3.08 -0.70
H 1.01 0.97 -0.75
H -0.58 0.95 -1.57
H 1.10 1.88 -3.24
H 1.58 2.91 -2.00
H -0.07 3.83 -3.57
```

Properties
Charge: 0
ΔE to the lowest compared entry with this formula, charge and spin (kJ/mol): 385.28
Spin multiplicity: 1

***

[3]
Here is a 9-piece molecular cluster, C16H46BN18O11S overall in a non-equilibrium geometry from the OMol25 dataset. Energies are from wB97M-V/def2-TZVPD.

The geometry in XYZ format:
```
93
C16H46BN18O11S | the OMol25 dataset | wB97M-V/def2-TZVPD
C 0.10 -2.42 0.39
C -1.01 -2.36 -0.60
O -0.97 -2.91 -1.69
O -2.07 -1.67 -0.18
C -2.00 -0.22 -0.57
C -2.10 0.61 0.65
B -2.03 2.24 0.38
C -3.49 2.95 -0.02
C -4.65 1.99 -0.04
S -6.20 2.76 -0.60
C -7.21 1.36 -0.87
N -7.91 1.04 -1.87
N -8.48 -0.19 -1.56
C -8.07 -0.51 -0.42
O -7.24 0.44 0.11
H -0.28 -2.81 1.32
H 0.87 -3.08 0.02
H 0.51 -1.43 0.59
H -1.09 -0.01 -1.12
H -2.84 -0.10 -1.26
H -1.23 0.35 1.24
H -2.95 0.30 1.26
H -1.64 2.77 1.42
H -1.21 2.45 -0.51
H -3.40 3.42 -1.00
H -3.69 3.78 0.66
H -4.42 1.19 -0.75
H -4.75 1.53 0.93
H -8.25 -1.39 0.16
C -9.84 4.40 1.70
O -10.90 4.96 1.93
N -9.16 3.69 2.66
N -9.24 4.41 0.48
H -8.29 3.22 2.49
H -9.56 3.65 3.58
H -9.70 4.91 -0.25
H -8.37 3.95 0.30
C 3.58 0.37 0.61
O 2.68 1.18 0.70
N 4.04 -0.35 1.68
N 4.21 0.11 -0.58
H 4.79 -1.02 1.62
H 3.57 -0.21 2.55
H 3.89 0.61 -1.39
H 4.95 -0.56 -0.68
C -4.80 -4.43 -1.34
O -5.21 -3.62 -0.54
N -5.57 -5.49 -1.77
N -3.55 -4.37 -1.90
H -5.26 -6.17 -2.43
H -6.49 -5.57 -1.38
H -2.92 -3.62 -1.65
H -3.23 -5.05 -2.57
C 2.61 -1.23 -3.76
O 2.60 -0.28 -3.01
N 1.59 -2.13 -3.81
N 3.66 -1.50 -4.61
H 1.57 -2.93 -4.41
H 0.81 -1.97 -3.19
H 4.43 -0.86 -4.60
H 3.69 -2.28 -5.24
C 2.66 -3.60 2.91
O 1.74 -2.81 2.99
N 3.07 -4.36 3.98
N 3.35 -3.80 1.75
H 3.82 -5.02 3.93
H 2.58 -4.23 4.84
H 3.07 -3.26 0.95
H 4.11 -4.45 1.66
C 8.24 0.19 0.09
O 7.65 -0.72 0.68
N 9.61 0.27 0.08
N 7.60 1.16 -0.61
H 10.11 1.00 -0.40
H 10.11 -0.43 0.58
H 6.60 1.13 -0.62
H 8.08 1.91 -1.10
C -0.82 0.13 4.67
O -1.78 -0.20 4.01
N 0.45 -0.32 4.41
N -0.93 0.99 5.75
H 1.25 -0.05 4.95
H 0.57 -0.94 3.64
H -1.84 1.34 5.96
H -0.15 1.28 6.31
C 8.60 3.89 -3.20
O 8.80 3.13 -2.26
N 8.47 3.43 -4.48
N 8.50 5.23 -3.04
H 8.30 4.02 -5.27
H 8.53 2.44 -4.62
H 8.59 5.59 -2.11
H 8.33 5.87 -3.80
```

Properties
Charge: -1
Spin multiplicity: 1

***

Listing DFT total energy for the structures above in their given order: -1176.945516; -1593.949022; -2873.889046 Eh.